The following is a quantum chemistry calculation of an isolated ion of composition C16H21IN2O3S and charge +2, from OMol25.

Summary:
HOMO-LUMO gap ... 6.5 eV
E ... -44976.255 eV

ORCA input file:
```
! wB97M-V def2-TZVPD RIJCOSX def2/J DEFGRID3
* xyz 2 1
O 0.27592 4.70406 0.03364
S -1.09813 4.57751 0.36871
O -1.94389 3.64097 -0.32023
O -1.72128 6.01074 0.26641
C -1.18895 4.21005 2.11180
C -2.54454 3.65642 2.60695
C -2.45416 2.27394 3.27759
N -1.66791 1.27651 2.48153
C -0.61243 0.65116 3.03759
C 0.15554 -0.21473 2.30884
C -0.16641 -0.45183 0.97184
C 0.67716 -1.32402 0.10919
C 1.41612 -0.75841 -0.92584
C 2.17754 -1.57013 -1.73188
N 2.21470 -2.89580 -1.53542
C 3.00300 -3.76700 -2.44723
C 2.13545 -4.36482 -3.54854
C 1.39391 -3.33067 -4.38123
I 0.27749 -4.24458 -5.92198
C 1.51621 -3.46041 -0.53661
C 0.74163 -2.70244 0.30153
C -1.29084 0.16317 0.43489
C -2.02966 1.01807 1.21642
H -2.63063 6.04182 0.60191
H -0.92938 5.13255 2.62542
H -0.36380 3.51910 2.26898
H -3.29120 3.64203 1.81690
H -2.92390 4.32951 3.37333
H -3.44164 1.83874 3.40361
H -1.96199 2.36091 4.24014
H -0.39484 0.88900 4.06756
H 1.01106 -0.68315 2.77183
H 1.40513 0.30660 -1.10587
H 2.76298 -1.17117 -2.54668
H 3.43005 -4.55728 -1.83578
H 3.81036 -3.16208 -2.85125
H 1.40659 -5.04554 -3.10547
H 2.78444 -4.95523 -4.19175
H 2.07681 -2.61822 -4.84004
H 0.68486 -2.76476 -3.78025
H 1.59458 -4.53305 -0.43716
H 0.19378 -3.18682 1.09651
H -1.59045 -0.00384 -0.58854
H -2.89927 1.52311 0.83861
*
```

Population analysis type natural (NBO), resulting atomic charges in e: number 1, O, carries -0.8952; number 2, S, carries 2.3942; number 3, O, carries -0.9635; number 4, O, carries -0.8554; number 5, C, carries -0.7128; number 6, C, carries -0.4411; number 7, C, carries -0.2036; number 8, N, carries -0.2578; number 9, C, carries 0.1059; number 10, C, carries -0.2089; number 11, C, carries 0.0262; number 12, C, carries 0.0374; number 13, C, carries -0.2051; number 14, C, carries 0.1096; number 15, N, carries -0.2448; number 16, C, carries -0.2117; number 17, C, carries -0.4469; number 18, C, carries -0.5637; number 19, I, carries 0.1850; number 20, C, carries 0.1142; number 21, C, carries -0.2142; number 22, C, carries -0.1535; number 23, C, carries 0.1081; number 24, H, carries 0.5141; number 25, H, carries 0.2786; number 26, H, carries 0.2401; number 27, H, carries 0.2415; number 28, H, carries 0.2612; number 29, H, carries 0.2485; number 30, H, carries 0.2322; number 31, H, carries 0.2533; number 32, H, carries 0.2645; number 33, H, carries 0.2680; number 34, H, carries 0.2586; number 35, H, carries 0.2425; number 36, H, carries 0.2349; number 37, H, carries 0.2222; number 38, H, carries 0.2605; number 39, H, carries 0.2261; number 40, H, carries 0.2026; number 41, H, carries 0.2559; number 42, H, carries 0.2653; number 43, H, carries 0.2591; number 44, H, carries 0.2682

The following is a quantum chemistry calculation of C16H21IrN3O3S as an isolated structure in a non-equilibrium geometry, from OMol25.

Summary:
HOMO-LUMO gap (alpha / beta) ... 6.1 / 2.3 eV
⟨S²⟩ ... 8.7749
E ... -41161.947 eV
Relative energy (zero: lowest compared OMol25 entry of this formula, charge and spin) ... 84.0 kcal per mole

ORCA input file:
```
! wB97M-V def2-TZVPD RIJCOSX def2/J DEFGRID3
* xyz 4 6
N 2.93897 3.95299 -0.22537
C 1.96141 4.49082 0.11941
C 0.83959 5.32365 0.50441
H -0.13387 4.93560 0.16651
H 0.95628 6.34598 0.10617
H 0.78285 5.41169 1.60040
N 4.07892 -2.50296 1.04180
C 4.56815 -2.85234 0.03923
C 5.33779 -3.48391 -1.02330
H 5.61136 -2.76703 -1.81365
H 4.77482 -4.30818 -1.49827
H 6.25949 -3.88693 -0.58029
N -4.30966 -0.90547 0.89414
C -4.51717 -1.99621 0.54011
C -5.01544 -3.30342 0.12230
H -4.66368 -4.12576 0.77257
H -4.74583 -3.56368 -0.91401
H -6.10876 -3.27997 0.19001
Ir 0.52190 -0.37198 -0.18828
C 0.31992 -1.80218 1.13043
O 0.07021 -2.49299 2.01697
C 1.89127 0.37524 1.02623
O 2.53053 0.80648 1.88447
C 1.14211 0.74956 -1.99178
C -0.23721 0.91789 -1.92500
C -1.05130 -0.21609 -1.78917
C -0.47118 -1.50181 -1.78372
C 0.92492 -1.64968 -1.91585
C 1.74056 -0.51529 -2.00109
H 1.76331 1.62346 -1.88210
H -0.67714 1.91542 -1.80462
H -2.12608 -0.11548 -1.60147
H -1.09106 -2.36830 -1.54337
H 1.35811 -2.63656 -1.78193
H 2.81220 -0.61913 -1.92654
C -1.53775 0.63046 2.66081
S -0.90404 1.45902 1.24733
C -2.41462 1.99598 0.46645
O -0.09449 2.59656 1.74332
H -2.23508 -0.18611 2.39764
H -2.07772 1.40493 3.23244
H -0.69686 0.24112 3.26544
H -2.65258 2.96532 0.92859
H -2.24457 2.07144 -0.61883
H -3.17857 1.23787 0.71150
*
```

Population analysis type natural (NBO), resulting atomic charges in e: number 1, N, carries 0.0708; number 2, C, carries 0.6020; number 3, C, carries -0.7794; number 4, H, carries 0.3080; number 5, H, carries 0.3995; number 6, H, carries 0.3968; number 7, N, carries 0.0555; number 8, C, carries 0.5943; number 9, C, carries -0.7762; number 10, H, carries 0.3451; number 11, H, carries 0.4029; number 12, H, carries 0.3789; number 13, N, carries -0.4779; number 14, C, carries 0.3885; number 15, C, carries -0.7572; number 16, H, carries 0.2855; number 17, H, carries 0.2726; number 18, H, carries 0.3074; number 19, Ir, carries 0.3739; number 20, C, carries 0.4671; number 21, O, carries -0.3169; number 22, C, carries 0.4439; number 23, O, carries -0.3610; number 24, C, carries -0.2442; number 25, C, carries -0.1832; number 26, C, carries -0.2081; number 27, C, carries -0.2334; number 28, C, carries -0.1414; number 29, C, carries -0.1966; number 30, H, carries 0.2664; number 31, H, carries 0.2606; number 32, H, carries 0.2979; number 33, H, carries 0.2982; number 34, H, carries 0.2636; number 35, H, carries 0.2647; number 36, C, carries -0.8564; number 37, S, carries 1.4501; number 38, C, carries -0.8355; number 39, O, carries -0.6717; number 40, H, carries 0.3247; number 41, H, carries 0.3222; number 42, H, carries 0.2929; number 43, H, carries 0.3065; number 44, H, carries 0.2550; number 45, H, carries 0.3434

The following is a quantum chemistry calculation of an isolated ion of composition C16H21N3O and charge +2 in a non-equilibrium geometry, from OMol25.

Summary:
HOMO-LUMO gap ... 6.7 eV
E ... -23433.335 eV
Relative energy (zero: lowest compared OMol25 entry of this formula, charge and spin) ... 0.0 kcal per mole

ORCA input file:
```
! wB97M-V def2-TZVPD RIJCOSX def2/J DEFGRID3
* xyz 2 1
C 1.45068 -2.32959 2.16119
C 2.20014 -1.99282 0.81006
O 1.83660 -2.54325 -0.21218
N 3.26614 -1.05456 0.89272
C 3.31610 -0.12904 -0.28233
C 3.77517 1.34169 0.14743
C 2.79406 2.46747 -0.39758
C 1.67929 2.87046 0.67768
N 0.45560 2.07750 0.30946
C 0.31195 0.85189 0.92344
C -0.83602 0.03976 0.56851
C -1.82462 0.51731 -0.43280
C -2.97147 -0.45233 -0.76104
C -2.57461 -1.83317 -1.15688
C -3.59449 -2.82300 -1.44162
N -4.93134 -2.50134 -1.34161
C -5.34975 -1.22368 -1.00304
C -4.40732 -0.14770 -0.69175
C -1.62590 1.84786 -1.01541
C -0.43028 2.60249 -0.59810
H 0.88432 -3.28843 2.06274
H 2.25816 -2.52711 2.93039
H 0.81431 -1.47990 2.53448
H 3.26939 -0.55573 1.78308
H 2.35263 -0.13216 -0.86318
H 4.10860 -0.55062 -0.96524
H 3.93015 1.41104 1.26389
H 4.76401 1.51515 -0.35004
H 2.24824 1.99880 -1.27142
H 3.32142 3.36926 -0.80107
H 2.03412 2.62626 1.71031
H 1.49608 3.97364 0.64367
H 1.08672 0.53764 1.66456
H -0.94600 -0.95018 1.07307
H -1.49178 -2.08809 -1.22994
H -3.30524 -3.86333 -1.71280
H -5.61708 -3.23859 -1.52494
H -6.45637 -1.08502 -0.94966
H -4.76131 0.86538 -0.40181
H -2.35413 2.26345 -1.74643
H -0.17622 3.61256 -1.00579
*
```

Population analysis type natural (NBO), resulting atomic charges in e: number 1, C, carries -0.7353; number 2, C, carries 0.6869; number 3, O, carries -0.5906; number 4, N, carries -0.6235; number 5, C, carries -0.2351; number 6, C, carries -0.4305; number 7, C, carries -0.4127; number 8, C, carries -0.2341; number 9, N, carries -0.2721; number 10, C, carries 0.0906; number 11, C, carries -0.1878; number 12, C, carries 0.0031; number 13, C, carries 0.0503; number 14, C, carries -0.2109; number 15, C, carries 0.0979; number 16, N, carries -0.4328; number 17, C, carries 0.1106; number 18, C, carries -0.2101; number 19, C, carries -0.1863; number 20, C, carries 0.1072; number 21, H, carries 0.2578; number 22, H, carries 0.2556; number 23, H, carries 0.1954; number 24, H, carries 0.3747; number 25, H, carries 0.1863; number 26, H, carries 0.2380; number 27, H, carries 0.2082; number 28, H, carries 0.2566; number 29, H, carries 0.2107; number 30, H, carries 0.2569; number 31, H, carries 0.2427; number 32, H, carries 0.2544; number 33, H, carries 0.2672; number 34, H, carries 0.2732; number 35, H, carries 0.2855; number 36, H, carries 0.2773; number 37, H, carries 0.4701; number 38, H, carries 0.2742; number 39, H, carries 0.2807; number 40, H, carries 0.2775; number 41, H, carries 0.2722

The following is a quantum chemistry calculation of C16H21N3O2 in the gas phase in a non-equilibrium geometry, from OMol25.

Summary:
SMILES string ... O=C(NCCC1=CCCCC1)C(=O)NCc1ccncc1
HOMO-LUMO gap ... 8.6 eV
E ... -25485.748 eV
Relative energy (zero: lowest compared OMol25 entry of this formula, charge and spin) ... 338.8 kcal per mole

ORCA input file:
```
! wB97M-V def2-TZVPD RIJCOSX def2/J DEFGRID3
* xyz 0 1
O 2.00229 -0.98199 -0.02316
C 1.57966 0.26109 -0.10781
N 0.74271 0.97139 0.68176
H 0.68034 1.96240 0.33294
C 0.40320 0.70746 1.87951
H 0.82360 -0.53022 1.95302
H 0.86494 1.02645 2.65319
C -1.25056 0.59796 1.68709
C -1.93639 0.18190 2.93544
C -1.29567 -0.39488 4.12310
C -2.14838 -0.90440 5.20437
C -3.48243 -0.14144 5.25813
C -4.03210 -0.20770 4.15106
C -3.45541 0.31297 2.97977
H -3.81854 0.24504 1.97842
H -3.44379 1.35533 3.10565
H -5.02851 -0.02012 4.25190
H -4.05110 -1.50152 3.83665
H -4.14260 -0.63898 6.25581
H -3.31866 0.74920 5.60248
H -1.43047 -0.40570 6.13653
H -2.05911 -2.07919 5.26840
H -0.32113 -0.72964 4.02429
H -1.46107 -0.36538 0.90189
H -1.75912 1.64761 1.33098
C 1.98768 1.04495 -1.43312
O 1.81698 2.26700 -1.59878
N 2.67951 0.29041 -2.34255
H 3.12964 -0.71198 -2.03788
C 3.36206 0.73994 -3.51811
C 2.58143 0.03378 -4.77104
C 3.44546 -0.31511 -5.82819
C 2.77748 -1.15518 -6.79472
N 1.62199 -1.27769 -6.80294
C 0.86164 -0.87700 -5.82307
C 1.15488 -0.32260 -4.78932
H 0.61203 0.30264 -3.96506
H -0.18880 -1.35835 -5.83355
H 3.35277 -1.53857 -7.68465
H 4.50771 -0.42270 -5.94805
H 3.13263 1.73626 -3.50849
H 4.50319 0.44655 -3.72193
*
```

Population analysis type natural (NBO), resulting atomic charges in e: number 1, O, carries -0.6409; number 2, C, carries 0.5876; number 3, N, carries -0.5811; number 4, H, carries 0.4233; number 5, C, carries -0.1830; number 6, H, carries 0.2054; number 7, H, carries 0.2025; number 8, C, carries -0.4416; number 9, C, carries 0.0289; number 10, C, carries -0.2438; number 11, C, carries -0.4130; number 12, C, carries -0.3693; number 13, C, carries -0.3612; number 14, C, carries -0.4471; number 15, H, carries 0.2300; number 16, H, carries 0.1983; number 17, H, carries 0.2263; number 18, H, carries 0.1243; number 19, H, carries 0.1840; number 20, H, carries 0.2073; number 21, H, carries 0.1918; number 22, H, carries 0.2333; number 23, H, carries 0.1980; number 24, H, carries 0.2417; number 25, H, carries 0.2145; number 26, C, carries 0.5881; number 27, O, carries -0.6313; number 28, N, carries -0.6107; number 29, H, carries 0.4433; number 30, C, carries -0.2395; number 31, C, carries 0.0556; number 32, C, carries -0.3145; number 33, C, carries 0.1277; number 34, N, carries -0.4373; number 35, C, carries 0.0136; number 36, C, carries -0.2565; number 37, H, carries 0.2455; number 38, H, carries 0.1735; number 39, H, carries 0.1599; number 40, H, carries 0.2229; number 41, H, carries 0.2274; number 42, H, carries 0.2160

The following is a quantum chemistry calculation of C16H21N3O3S in the gas phase in a non-equilibrium geometry, from OMol25.

Summary:
SMILES string ... COCCn1c(SCC(=O)OC(C)C)nnc1-c1ccccc1
HOMO-LUMO gap ... 8.8 eV
E ... -38380.693 eV
Relative energy (zero: lowest compared OMol25 entry of this formula, charge and spin) ... 54.7 kcal per mole

ORCA input file:
```
! wB97M-V def2-TZVPD RIJCOSX def2/J DEFGRID3
* xyz 0 1
C 1.27871 2.87772 -2.66290
H 1.50510 3.94923 -2.71865
O 1.78696 2.31327 -1.47957
C 1.24432 2.88425 -0.31340
C 1.57137 1.99049 0.88642
N 0.84378 0.75260 0.82781
C -0.49109 0.61374 1.06743
N -0.86572 -0.62908 0.93617
N 0.22302 -1.33846 0.61180
C 1.24868 -0.53009 0.53778
C 2.60202 -0.97808 0.25014
C 3.01444 -2.19641 0.78953
C 4.28850 -2.66936 0.54356
C 5.16190 -1.93724 -0.24519
C 4.74781 -0.73914 -0.80193
C 3.47294 -0.25676 -0.56262
H 3.14325 0.65542 -1.03439
H 5.41963 -0.17660 -1.43375
H 6.15920 -2.30622 -0.43472
H 4.60268 -3.61200 0.96678
H 2.32098 -2.75694 1.39685
S -1.54727 1.92480 1.49486
C -3.10603 1.02250 1.29654
C -3.10024 0.31245 -0.05145
O -2.63128 0.78583 -1.05293
O -3.71838 -0.84682 0.05241
C -3.69064 -1.74333 -1.07696
C -5.12464 -2.13682 -1.40529
H -5.13092 -2.82902 -2.24229
H -5.58242 -2.61656 -0.54378
H -5.71047 -1.25956 -1.66964
C -2.82748 -2.93942 -0.69658
H -1.85186 -2.59793 -0.35981
H -3.29792 -3.49388 0.11135
H -2.70302 -3.59319 -1.55506
H -3.24032 -1.20408 -1.91917
H -3.22177 0.30108 2.10298
H -3.89726 1.77139 1.33097
H 2.63914 1.76566 0.90745
H 1.28602 2.51709 1.80300
H 0.15375 2.98118 -0.40922
H 1.66612 3.88708 -0.14421
H 1.76556 2.35843 -3.48558
H 0.19401 2.73712 -2.73019
*
```

Population analysis type natural (NBO), resulting atomic charges in e: number 1, C, carries -0.2452; number 2, H, carries 0.1649; number 3, O, carries -0.5528; number 4, C, carries -0.0735; number 5, C, carries -0.2358; number 6, N, carries -0.3646; number 7, C, carries 0.1789; number 8, N, carries -0.3395; number 9, N, carries -0.2828; number 10, C, carries 0.3041; number 11, C, carries -0.0206; number 12, C, carries -0.1936; number 13, C, carries -0.2100; number 14, C, carries -0.2078; number 15, C, carries -0.1994; number 16, C, carries -0.2376; number 17, H, carries 0.2422; number 18, H, carries 0.2114; number 19, H, carries 0.2128; number 20, H, carries 0.2149; number 21, H, carries 0.2314; number 22, S, carries 0.2754; number 23, C, carries -0.6169; number 24, C, carries 0.8204; number 25, O, carries -0.6172; number 26, O, carries -0.5067; number 27, C, carries 0.0848; number 28, C, carries -0.6198; number 29, H, carries 0.2143; number 30, H, carries 0.2090; number 31, H, carries 0.2131; number 32, C, carries -0.6302; number 33, H, carries 0.2478; number 34, H, carries 0.2043; number 35, H, carries 0.2087; number 36, H, carries 0.2081; number 37, H, carries 0.2542; number 38, H, carries 0.2538; number 39, H, carries 0.2377; number 40, H, carries 0.2186; number 41, H, carries 0.1916; number 42, H, carries 0.1734; number 43, H, carries 0.1969; number 44, H, carries 0.1812